{"formula": "C55H76F6N10O20S2", "method": "ωB97M-V/def2-TZVPD", "species": ["S", "H", "H", "H", "H", "N", "H", "O", "C", "H", "H", "C", "O", "H", "C", "C", "C", "O", "H", "H", "H", "C", "C", "F", "H", "C", "H", "C", "H", "C", "F", "H", "H", "C", "H", "C", "S", "C", "C", "C", "H", "H", "H", "O", "H", "H", "O", "H", "C", "H", "C", "N", "H", "H", "H", "O", "C", "C", "H", "H", "C", "N", "C", "O", "H", "N", "H", "C", "C", "C", "H", "N", "H", "F", "C", "O", "F", "H", "O", "H", "H", "H", "C", "C", "C", "F", "H", "C", "H", "H", "C", "O", "H", "C", "H", "H", "N", "H", "O", "F", "O", "H", "H", "H", "C", "O", "H", "C", "H", "C", "O", "H", "C", "H", "H", "C", "O", "N", "H", "C", "C", "N", "H", "H", "H", "H", "O", "H", "C", "C", "O", "O", "H", "H", "N", "C", "C", "O", "H", "C", "C", "C", "C", "H", "C", "C", "C", "C", "C", "H", "H", "H", "H", "H", "H", "H", "H", "C", "H", "O", "C", "H", "C", "C", "H", "H", "N", "H", "H"], "xyz": [[-7.455, 4.924, 6.944], [-1.230, -12.006, -1.252], [10.360, -1.351, 2.340], [8.657, -1.102, 3.841], [-6.067, 13.057, -3.616], [0.172, 0.438, 0.147], [-5.175, -3.730, -7.552], [12.371, -2.754, 8.103], [7.566, -3.381, 8.293], [-5.100, 7.767, -11.853], [6.573, -3.309, 7.876], [-4.314, -4.732, -5.887], [-6.688, 4.710, 5.750], [3.670, -3.306, 0.392], [-0.563, -11.252, -0.835], [10.074, -3.929, 9.339], [-4.841, 6.147, -10.525], [-9.102, 5.201, 9.279], [-5.711, 10.258, -4.949], [-1.104, 0.548, -1.416], [-4.061, -8.246, 8.668], [-10.394, 6.171, 0.376], [-0.155, -1.011, 0.615], [-6.137, 2.652, 7.748], [-0.931, -0.950, 1.378], [9.597, -1.396, 4.286], [-4.773, -5.365, -7.877], [8.542, -1.821, 6.514], [1.219, -1.323, 2.390], [1.158, 10.323, -6.716], [-9.855, 7.161, 6.641], [10.904, -9.657, -0.821], [3.259, -2.978, 2.095], [7.736, -4.101, 9.388], [11.086, -4.041, 9.699], [4.282, -11.050, 6.852], [-9.837, 4.770, 8.078], [11.832, -8.308, 1.388], [-5.364, 11.128, -3.172], [11.810, -2.093, 3.815], [-0.359, 3.101, -1.100], [1.947, 1.720, -11.702], [11.398, -7.311, 1.464], [-1.854, 3.353, -9.285], [2.447, -4.184, 1.170], [0.142, -11.790, -0.201], [-6.587, -3.502, 1.430], [-5.168, 12.415, -4.956], [9.950, -3.030, 8.281], [1.811, 11.548, -8.495], [-3.063, 7.242, -11.677], [-5.497, 10.127, -3.970], [-5.644, 9.219, -3.554], [-2.032, 0.655, 0.090], [-2.243, -9.415, -1.608], [-7.343, 6.274, 7.515], [-6.921, -2.362, 1.653], [-6.520, 3.807, 8.271], [-8.522, 6.310, 1.241], [-12.171, 7.445, 0.405], [-3.953, 5.115, -10.207], [-3.124, -8.375, 9.022], [8.990, -4.548, 9.942], [-0.393, 7.337, -12.590], [5.626, -11.925, 8.253], [-5.135, -4.053, -5.052], [1.871, -1.274, -1.851], [11.035, -2.145, 6.111], [4.951, -11.074, 8.165], [-2.343, -7.266, 8.813], [2.685, -10.030, 7.528], [-9.016, 4.135, 6.911], [-5.904, 6.039, -10.371], [-7.220, 3.486, 9.348], [12.454, -8.576, 0.035], [13.521, -8.042, -0.319], [-11.239, 7.145, 8.272], [-5.203, -4.248, -4.063], [7.411, -1.499, 6.026], [12.379, -9.395, -1.723], [-2.875, -8.815, 9.896], [-0.677, 10.434, -6.099], [-1.375, -10.244, -0.029], [-1.646, 4.114, -10.206], [-2.626, 5.181, -10.624], [-11.603, 6.006, 6.398], [2.669, 3.407, -13.266], [1.313, 0.628, -0.901], [12.575, -8.151, 2.169], [-4.258, 4.284, -9.589], [-1.163, 2.597, -0.563], [-6.919, -2.022, 2.831], [13.039, -2.629, 5.306], [-4.392, -4.469, -7.387], [-11.128, 7.639, -0.997], [6.855, -4.572, 9.800], [-0.116, 10.705, -6.894], [-5.846, -3.451, -5.442], [-1.413, -7.029, 9.526], [-5.353, 4.474, 8.574], [-3.471, -5.448, -5.402], [1.813, 0.144, -2.916], [-12.097, 6.157, -0.786], [-0.008, 1.954, -10.417], [-2.199, 6.255, -11.394], [-5.340, 10.987, -1.986], [1.466, 5.401, -13.642], [-11.503, 6.915, -0.274], [12.553, -2.343, 3.071], [0.001, 4.985, -11.996], [1.499, 9.516, -5.876], [-4.305, 12.996, -3.512], [-1.166, 1.043, -0.446], [-2.069, 2.967, -1.043], [-3.113, -6.906, 6.836], [0.699, 1.422, 1.278], [-1.081, -10.056, 1.135], [11.872, -9.368, -0.850], [-1.892, -5.712, 7.566], [10.612, -1.531, 3.375], [-2.740, -6.380, 7.715], [-2.416, -9.640, -0.639], [9.070, -5.287, 10.726], [11.101, -9.092, 1.587], [4.280, -11.125, 9.022], [-1.260, 3.122, 0.387], [-10.920, 3.825, 8.354], [-3.457, -4.212, -7.885], [1.413, 2.658, -11.749], [1.096, 4.751, -12.863], [1.998, -2.114, 0.598], [-7.668, -1.616, 0.957], [-2.968, -8.964, -0.129], [1.570, 0.865, 1.624], [3.111, -10.532, 6.762], [-5.188, 12.463, -3.867], [1.295, -0.387, -2.117], [4.775, -11.423, 5.816], [2.843, 11.502, -7.085], [11.262, -2.595, 7.552], [12.022, -2.296, 5.161], [8.686, -2.671, 7.762], [0.319, 2.792, -11.015], [-3.632, -5.833, 8.021], [-10.705, 6.372, 7.328], [1.771, 3.575, -12.688], [-4.405, 7.150, -11.304], [-0.450, 3.969, -11.079], [2.854, -3.176, 1.103], [0.963, 2.412, 0.906], [2.707, 10.111, -8.258], [-0.084, -10.642, -1.601], [-0.358, -1.680, -0.221], [0.489, -2.689, 1.814], [5.640, -10.229, 8.175], [1.333, 1.632, -1.324], [2.250, 0.572, -0.346], [0.921, -1.762, 1.438], [2.651, -10.467, 5.865], [-10.633, 5.080, 0.885], [9.750, -1.775, 5.614], [-9.057, 7.735, 0.367], [2.186, 10.894, -7.708], [-0.819, 6.302, -12.015], [-0.056, 1.572, 2.050], [-0.488, 11.260, -7.652], [-9.181, 6.767, 0.626], [0.316, -0.699, -2.480], [-2.694, 7.953, -12.402]], "lowdin_charge": [0.678, 0.076, 0.098, 0.111, 0.083, -0.205, 0.065, 0.023, -0.045, 0.103, 0.116, -0.608, -0.315, 0.088, -0.016, -0.050, -0.091, -0.344, 0.111, 0.107, 0.098, -0.591, -0.039, 0.122, 0.142, -0.040, 0.079, -0.254, 0.126, -0.613, 0.090, 0.109, 0.091, -0.113, 0.106, -0.692, 0.553, -0.006, -0.685, -0.089, 0.076, 0.108, 0.085, 0.069, 0.088, 0.080, 0.005, 0.066, -0.088, 0.062, -0.029, 0.163, 0.127, 0.135, 0.102, -0.341, -1.116, -0.622, 0.112, 0.087, 0.000, 0.137, -0.039, 0.012, 0.085, 0.152, 0.066, -0.081, -0.008, -0.652, 0.116, -0.288, 0.103, 0.124, -0.601, -0.008, 0.122, 0.118, -0.010, 0.115, 0.103, 0.110, -0.614, -0.317, -0.092, 0.105, 0.102, -0.142, 0.085, 0.114, -0.066, 0.049, 0.114, -0.008, 0.068, 0.095, 0.152, 0.097, 0.054, 0.074, 0.022, 0.080, 0.084, 0.119, -0.129, 0.060, 0.113, -0.027, 0.097, -0.049, 0.036, 0.084, -0.100, 0.089, 0.088, 0.030, 0.034, 0.147, 0.093, -0.086, -0.015, 0.147, 0.094, 0.074, 0.081, 0.078, -0.337, 0.083, -0.121, -0.018, -0.202, -0.011, 0.114, 0.091, 0.164, -0.008, -0.041, 0.033, 0.079, -0.241, -0.044, -0.072, -0.039, 0.095, -0.620, -0.106, -0.093, -0.069, -0.066, 0.098, 0.080, 0.077, 0.143, 0.132, 0.093, 0.111, 0.117, -0.217, 0.128, 0.033, -0.093, 0.090, -0.013, -0.238, 0.113, 0.106, 0.144, 0.075, 0.116], "energy_ha": -5589.126454, "multiplicity": 1, "fmax_ha_per_bohr": 0.10240, "charge": -2}